1.
Below is C20H21NO6S in the gas phase, with properties calculated with ωB97M-V/def2-TZVPD.

Each line ends with the natural charge from an NBO analysis.
Atoms and positions in Å:
C -1.56 6.60 -1.80  -0.2510
H -1.84 7.62 -2.08  0.1953
O -0.22 6.43 -2.20  -0.5299
C 0.25 5.11 -2.12  -0.0849
C 0.52 4.65 -0.68  -0.1048
H -0.42 4.52 -0.13  0.1979
H 1.16 5.37 -0.17  0.1956
O 1.23 3.42 -0.67  -0.5127
C 0.50 2.30 -0.85  0.7716
O -0.70 2.32 -0.99  -0.6085
C 1.32 1.10 -0.84  -0.2482
C 2.67 0.98 -0.65  0.4132
O 3.06 -0.31 -0.71  -0.4043
C 1.96 -1.07 -0.95  0.2239
C 1.87 -2.44 -1.09  -0.2092
C 0.63 -2.98 -1.33  -0.2604
C -0.52 -2.17 -1.41  0.1386
C -0.43 -0.79 -1.27  -0.2579
C 0.82 -0.24 -1.04  -0.0012
H -1.30 -0.16 -1.34  0.2351
N -1.75 -2.78 -1.65  -0.8416
H -2.53 -2.15 -1.73  0.4146
S -2.17 -4.19 -0.83  2.3065
O -3.60 -4.24 -0.91  -0.9337
O -1.41 -5.29 -1.33  -0.9289
C -1.65 -3.81 0.84  -0.2771
C -0.55 -4.44 1.38  -0.1985
C -0.12 -4.08 2.65  -0.2091
C -0.78 -3.10 3.37  0.0132
C -1.90 -2.49 2.81  -0.2163
C -2.33 -2.84 1.54  -0.1903
H -3.20 -2.38 1.10  0.2300
H -2.43 -1.73 3.36  0.2163
C -0.33 -2.71 4.75  -0.6313
H -1.04 -3.09 5.49  0.2264
H -0.29 -1.63 4.84  0.2226
H 0.65 -3.12 4.96  0.2177
H 0.74 -4.57 3.08  0.2146
H -0.05 -5.20 0.81  0.2416
H 0.51 -4.04 -1.47  0.2462
H 2.75 -3.06 -1.03  0.2276
C 3.72 2.00 -0.40  -0.6713
H 3.76 2.70 -1.23  0.2445
H 4.68 1.51 -0.29  0.2344
H 3.49 2.57 0.49  0.2440
H -0.46 4.41 -2.59  0.1780
H 1.19 5.10 -2.68  0.1887
H -2.22 5.89 -2.30  0.1699
H -1.68 6.49 -0.71  0.1633

- frontier orbital gap (eV) = 8.97
- LUMO energy (eV) = 0.473
- SMILES = COCCOC(=O)c1c(C)oc2ccc(NS(=O)(=O)c3ccc(C)cc3)cc12
- relative energy (zero: lowest compared OMol25 entry of this formula, charge and spin) (kcal per mole) = 2.99
- energy (Eh) = -1679.10602

=====

2.
Below is a molecular structure, C20H22B2N3O17Pb2, with properties calculated with ωB97M-V/def2-TZVPD.

Each line ends with the natural charge from an NBO analysis.
Atoms and positions in Å:
Pb 3.14 2.64 -2.75  1.7690
Pb 0.48 4.98 0.37  1.7906
O 9.55 -2.07 0.50  -0.2779
C 8.40 -1.74 0.65  0.7055
O 7.87 -0.50 0.48  -0.5704
B 6.41 -0.43 0.74  1.1533
O 6.23 -1.71 1.45  -0.5395
C 7.20 -2.56 1.20  0.6893
O 7.23 -3.73 1.57  -0.1141
O 5.64 -0.40 -0.48  -0.5687
C 4.77 0.52 -0.34  0.7569
O 3.88 0.81 -1.18  -0.7251
C 5.00 1.19 0.99  0.6559
O 6.01 0.74 1.52  -0.5501
O 4.37 2.20 1.41  -0.5455
O -3.87 -3.41 0.46  -0.4941
C -3.39 -2.32 0.01  0.6587
O -2.21 -1.72 0.25  -0.6662
B -2.09 -0.50 -0.57  1.1751
O -3.32 -0.48 -1.37  -0.6741
C -4.14 -1.45 -1.04  0.6702
O -5.28 -1.70 -1.44  -0.5062
O -1.92 0.77 0.26  -0.5701
C -0.83 1.39 -0.08  0.7220
O -0.44 2.41 0.44  -0.6878
C -0.17 0.70 -1.25  0.7281
O -0.93 -0.48 -1.49  -0.6086
O 0.97 0.95 -1.77  -0.6660
O 2.43 3.53 -0.48  -1.2777
H 2.37 2.67 -0.01  0.5075
C -6.18 2.20 -1.38  -0.6121
C -4.81 2.57 -0.86  -0.3853
C -4.51 4.08 -0.89  -0.5321
C -3.22 4.47 -0.27  0.5307
N -2.19 4.73 0.25  -0.6110
H -6.54 2.72 -2.26  0.2208
H -6.75 2.46 -0.48  0.2115
H -6.22 1.11 -1.49  0.2545
H -4.11 2.01 -1.49  0.2158
H -4.69 2.16 0.14  0.2178
H -5.22 4.68 -0.33  0.2773
H -4.50 4.37 -1.94  0.2748
C -1.65 0.95 3.41  -0.6242
C -2.06 -0.40 4.01  -0.3782
C -1.12 -0.98 5.09  -0.5313
C 0.21 -1.04 4.65  0.3104
N 1.31 -1.08 4.29  -0.3584
H -2.27 1.38 2.62  0.2184
H -0.69 0.98 2.91  0.1953
H -1.58 1.69 4.21  0.2059
H -2.19 -1.22 3.31  0.2195
H -3.04 -0.32 4.49  0.2203
H -1.53 -1.97 5.30  0.2694
H -1.18 -0.34 5.97  0.2519
C 2.25 -2.77 -2.33  -0.6150
C 0.89 -3.42 -2.53  -0.3849
C 0.00 -2.63 -3.50  -0.4998
C 0.04 -3.10 -4.92  0.2680
N 0.10 -3.52 -5.96  -0.3103
H 2.03 -1.89 -1.72  0.1928
H 2.67 -2.58 -3.31  0.2041
H 2.90 -3.52 -1.87  0.2217
H 0.47 -3.40 -1.53  0.2134
H 0.93 -4.43 -2.96  0.2281
H 0.18 -1.56 -3.43  0.2253
H -1.06 -2.72 -3.27  0.2547

- frontier orbital gap (spin up / spin down) (eV) = 4.64 / 2.63
- LUMO energy (spin up / spin down) (eV) = -8.870 / -10.877
- net charge = +2
- ⟨S²⟩ = 0.76
- spin multiplicity = 2
- energy (Eh) = -2653.65502

=====

3.
Below is a molecular structure, C20H22BrClF4KN5O6S, with properties calculated with ωB97M-V/def2-TZVPD.

Each line ends with the natural charge from an NBO analysis.
Atoms and positions in Å:
K -1.44 1.69 0.54  0.9276
C -1.97 -2.83 -1.32  -0.4068
N -1.65 -1.59 -1.98  -0.4304
C -1.13 -1.82 -3.29  -0.4109
C -2.79 -0.68 -1.91  -0.2255
C -2.69 0.56 -2.80  -0.2441
N -1.70 1.49 -2.30  -0.6594
C -1.14 2.36 -3.13  0.1126
C -0.29 3.37 -2.57  0.2777
F -0.17 3.40 -1.22  -0.3342
C 0.41 4.29 -3.30  0.3327
F 1.20 5.17 -2.63  -0.3335
C 0.35 4.37 -4.69  -0.4859
C -0.50 3.44 -5.26  0.3457
F -0.64 3.43 -6.62  -0.3467
C -1.22 2.50 -4.56  0.1743
F -1.99 1.66 -5.30  -0.3493
H -1.08 -3.45 -1.22  0.1845
H -2.74 -3.41 -1.86  0.1380
H -2.36 -2.63 -0.32  0.2113
H -1.88 -2.25 -3.99  0.1367
H -0.30 -2.53 -3.22  0.1869
H -0.75 -0.90 -3.74  0.2155
H -2.91 -0.39 -0.86  0.2348
H -3.71 -1.22 -2.21  0.1331
H -3.70 1.01 -2.79  0.1651
H -2.56 0.24 -3.83  0.1774
H 0.91 5.09 -5.26  0.2195
O 0.29 4.33 3.06  -0.8348
Cl -0.75 3.33 3.03  2.5216
O -1.40 3.20 4.31  -0.8350
O -0.16 2.03 2.64  -0.9279
O -1.74 3.67 2.00  -0.8775
Br 1.65 -1.49 -0.43  0.0515
C 0.46 -1.97 0.99  0.1693
C 0.74 -3.13 1.70  -0.3263
C -0.12 -3.44 2.74  -0.1859
C -1.20 -2.62 3.00  -0.2518
C -1.41 -1.51 2.19  0.1311
N -0.57 -1.19 1.19  -0.4471
C -2.69 -0.66 2.39  0.7374
O -3.32 -0.91 3.43  -0.7311
O -2.95 0.13 1.46  -0.7849
H 1.60 -3.74 1.45  0.2189
H 0.06 -4.33 3.34  0.2007
H -1.91 -2.79 3.80  0.2494
C 5.02 -1.26 1.54  -0.4059
N 3.92 -0.71 2.27  -0.4374
C 3.37 -1.40 3.42  -0.2102
C 2.16 -0.52 3.79  -0.2226
N 2.35 0.65 2.94  -0.6107
C 3.32 0.48 2.01  0.3205
S 3.69 1.55 0.77  -0.2963
H 4.80 -2.29 1.25  0.1856
H 5.95 -1.26 2.13  0.1710
H 5.18 -0.66 0.64  0.2518
H 4.10 -1.47 4.23  0.1715
H 3.07 -2.41 3.15  0.1919
H 2.16 -0.24 4.84  0.1933
H 1.21 -1.01 3.56  0.2092
H 1.55 1.27 2.81  0.4639

- frontier orbital gap (eV) = 5.45
- LUMO energy (eV) = 3.989
- net charge = -2
- relative energy (zero: lowest compared OMol25 entry of this formula, charge and spin) (kcal per mole) = 21.02
- energy (Eh) = -5932.22345